(1)
C23H30AsN6O3PtS2 as an isolated structure. Source: the Open Molecules 2025 dataset; level of theory: ωB97M-V with the def2-TZVPD basis set.

```
66
C23H30AsN6O3PtS2, DFT ωB97M-V with the def2-TZVPD basis set
Pt 0.507 -0.598 0.168
O 0.724 -2.929 3.476
C 0.894 -2.177 2.567
N 0.204 -2.180 1.346
C -0.939 -2.947 1.113
O -1.428 -3.746 1.851
C -1.508 -2.636 -0.246
C -2.500 -3.413 -0.808
C -2.905 -3.142 -2.106
C -2.287 -2.107 -2.801
C -1.320 -1.354 -2.168
N -0.954 -1.601 -0.903
C 1.897 -1.051 2.620
C 2.678 -0.840 3.734
C 3.577 0.218 3.731
C 3.665 1.029 2.606
C 2.848 0.771 1.524
N 1.989 -0.258 1.536
H -2.911 -4.224 -0.219
H -3.670 -3.742 -2.580
H -2.546 -1.894 -3.829
H -0.792 -0.558 -2.669
H 2.564 -1.514 4.574
H 4.202 0.407 4.593
H 4.357 1.858 2.564
H 2.876 1.386 0.636
O -0.585 0.259 1.685
S -2.108 0.632 1.785
C -2.504 0.208 3.495
C -2.133 1.424 4.333
C -2.606 2.631 3.528
C -2.096 2.425 2.098
H -1.978 -0.719 3.726
H -3.580 0.015 3.499
H -1.054 1.460 4.493
H -2.615 1.374 5.308
H -2.223 3.567 3.932
H -3.695 2.692 3.536
H -1.049 2.708 1.980
H -2.701 2.913 1.336
C -2.751 1.847 -2.096
As -0.904 2.253 -2.406
C -0.714 4.153 -2.311
C -0.397 1.723 -4.180
S 0.487 1.591 -0.860
H -3.334 2.467 -2.779
H -3.007 2.106 -1.071
H -2.970 0.799 -2.282
H -1.278 4.587 -3.138
H 0.336 4.422 -2.400
H -1.109 4.512 -1.363
H -0.879 2.410 -4.877
H -0.712 0.709 -4.412
H 0.684 1.812 -4.277
N 4.713 -0.500 -3.163
C 3.746 -1.210 -2.572
C 2.808 -0.610 -1.700
N 1.868 -1.359 -1.129
C 1.825 -2.682 -1.371
C 2.751 -3.232 -2.247
N 3.682 -2.518 -2.844
H 4.851 0.481 -2.996
H 5.376 -0.985 -3.749
H 2.822 0.449 -1.496
H 1.086 -3.278 -0.863
H 2.728 -4.294 -2.461
```

ΔE to the lowest compared entry with this formula, charge and spin = 0.247 eV
Molecular weight = 772.67 g/mol
Total charge = +3
E = -125152.6185 eV
Lowest unoccupied orbital energy = -0.3519 Eh
F_max = 0.930 eV/Å
HOMO-LUMO gap = 7.4 eV

(2)
A 10-piece molecular cluster, C40H95N5O5 overall. Source: the Open Molecules 2025 dataset; level of theory: ωB97M-V with the def2-TZVPD basis set.

```
145
C40H95N5O5, DFT ωB97M-V with the def2-TZVPD basis set
C 0.214 24.115 10.997
C 0.908 25.435 10.416
C 0.693 26.675 11.272
C 1.728 27.780 10.762
C 1.634 29.049 11.516
C 2.397 30.300 11.048
H 0.695 23.233 10.574
H -0.855 23.990 10.827
H 0.445 24.043 12.060
H 1.952 25.250 10.163
H 0.448 25.688 9.461
H 0.833 26.509 12.340
H -0.323 27.053 11.151
H 2.771 27.486 10.640
H 1.473 28.078 9.745
H 0.598 29.376 11.603
H 2.102 28.752 12.455
H 2.397 30.232 9.960
H 2.206 31.341 11.309
H 3.443 30.187 11.334
C 2.891 39.002 3.502
C 4.239 39.438 2.753
C 5.434 38.386 2.883
C 6.728 39.065 2.355
C 7.948 38.244 2.796
C 8.210 36.937 2.038
H 3.172 38.812 4.538
H 2.477 38.145 2.971
H 2.042 39.660 3.316
H 3.971 39.519 1.699
H 4.651 40.402 3.052
H 5.207 37.611 2.151
H 5.552 38.125 3.935
H 6.777 39.157 1.270
H 6.711 40.070 2.775
H 8.886 38.798 2.785
H 7.749 37.892 3.808
H 7.321 36.452 1.634
H 8.771 37.193 1.139
H 8.695 36.159 2.627
C 0.581 33.326 1.561
C 1.616 33.656 0.412
C 1.265 34.987 -0.089
C 2.187 35.501 -1.250
C 3.343 36.403 -0.741
C 2.880 37.835 -0.340
H -0.476 33.253 1.307
H 0.639 33.951 2.452
H 0.874 32.331 1.898
H 2.578 33.504 0.899
H 1.532 32.853 -0.320
H 1.315 35.758 0.681
H 0.241 34.918 -0.456
H 2.686 34.689 -1.780
H 1.550 35.955 -2.008
H 3.796 35.819 0.059
H 4.052 36.487 -1.565
H 2.721 37.961 0.731
H 3.509 38.662 -0.671
H 1.922 38.140 -0.761
C 1.564 35.805 5.189
C 2.195 36.524 6.308
C 1.388 36.414 7.589
C 1.021 35.056 8.194
C 0.683 35.025 9.755
C 0.112 33.618 10.066
H 1.547 34.715 5.197
H 2.082 35.978 4.246
H 0.524 36.120 5.099
H 3.143 36.011 6.472
H 2.350 37.575 6.062
H 0.415 36.893 7.475
H 1.981 36.913 8.355
H 0.240 34.680 7.533
H 1.780 34.299 7.998
H 1.492 35.239 10.453
H -0.104 35.765 9.900
H -0.052 33.469 11.133
H -0.849 33.533 9.559
H 0.717 32.800 9.676
C -3.975 44.485 9.063
C -2.637 43.882 8.997
C -2.298 43.015 7.717
C -1.011 42.247 7.917
C -1.292 40.906 8.674
C 0.000 40.093 8.782
H -4.109 45.168 9.902
H -4.673 43.698 9.346
H -4.160 44.971 8.105
H -1.869 44.654 9.051
H -2.457 43.399 9.958
H -2.077 43.760 6.953
H -3.139 42.402 7.393
H -0.457 42.101 6.990
H -0.389 42.728 8.671
H -1.750 41.068 9.650
H -2.083 40.391 8.129
H 0.768 40.622 9.346
H -0.316 39.108 9.125
H 0.315 39.951 7.749
O -3.229 37.915 12.854
C -2.686 36.791 12.902
N -3.221 35.717 13.494
C -1.339 36.541 12.325
H -4.103 35.988 13.905
H -2.816 34.794 13.423
H -1.481 36.023 11.377
H -0.699 35.883 12.912
H -0.818 37.447 12.014
O -4.921 36.482 8.301
C -3.712 36.426 8.276
N -3.172 35.237 8.060
C -2.834 37.606 8.597
H -3.816 34.477 7.894
H -2.201 35.077 7.833
H -1.986 37.328 9.223
H -3.462 38.194 9.265
H -2.529 38.194 7.732
O 2.848 33.226 12.916
C 3.517 34.247 13.008
N 3.381 35.087 12.015
C 4.521 34.528 14.118
H 2.650 34.844 11.363
H 4.175 35.619 11.687
H 5.004 33.687 14.614
H 4.102 35.244 14.825
H 5.469 34.869 13.702
O -3.012 32.194 7.374
C -2.670 30.991 7.477
N -3.277 29.957 6.884
C -1.574 30.660 8.441
H -3.079 28.987 7.085
H -4.130 30.288 6.458
H -1.697 31.315 9.302
H -0.562 30.652 8.035
H -1.971 29.701 8.774
O -2.657 32.535 13.525
C -1.548 32.606 13.965
N -1.297 33.485 14.928
C -0.537 31.660 13.515
H -0.348 33.725 15.177
H -2.093 34.017 15.250
H -0.428 31.679 12.430
H -0.968 30.674 13.688
H 0.334 31.751 14.164
```

ΔE to the lowest compared entry with this formula, charge and spin = 3.813 eV
Molecular weight = 726.23 g/mol
Structure (SMILES) = CC(N)=O.CC(N)=O.CC(N)=O.CC(N)=O.CC(N)=O.CCCCCC.CCCCCC.CCCCCC.CCCCCC.CCCCCC
E = -60708.2432 eV
Lowest unoccupied orbital energy = 0.0130 Eh
F_max = 3.605 eV/Å
HOMO-LUMO gap = 9.4 eV

(3)
A 2-piece molecular cluster, C2N2S2 overall. Source: the Open Molecules 2025 dataset; level of theory: ωB97M-V with the def2-TZVPD basis set.

```
6
C2N2S2, DFT ωB97M-V with the def2-TZVPD basis set
C 0.503 -1.422 -0.753
C -0.359 1.414 0.880
N 0.786 -0.321 -1.043
N -0.380 0.297 1.019
S -0.041 -2.905 -0.384
S -0.509 2.937 0.281
```

ΔE to the lowest compared entry with this formula, charge and spin = 2.436 eV
Molecular weight = 116.17 g/mol
E = -26720.6903 eV
Lowest unoccupied orbital energy (alpha / beta) = -0.1229 / -0.1261 Eh
F_max = 5.408 eV/Å
HOMO-LUMO gap (alpha / beta) = 6.6 / 6.7 eV

(4)
C8H18BrCuNO2P as an isolated structure. Source: the Open Molecules 2025 dataset; level of theory: ωB97M-V with the def2-TZVPD basis set.

```
32
C8H18BrCuNO2P, DFT ωB97M-V with the def2-TZVPD basis set
C -3.333 0.502 -1.877
O -2.342 1.243 -2.549
C -1.278 0.528 -3.147
C 0.046 0.787 -2.448
C 0.370 -0.243 -1.378
C 1.573 0.137 -0.532
C 2.098 -0.947 0.411
C 1.060 -1.879 1.018
C 0.073 -1.226 1.989
N 0.728 -0.226 2.850
P -0.183 0.913 3.440
O 1.007 1.548 4.579
Br -0.067 2.817 2.019
H -3.289 -0.557 -2.140
H -4.316 0.882 -2.151
H -3.214 0.600 -0.796
H -1.497 -0.545 -3.118
H -1.231 0.813 -4.199
H 0.855 0.835 -3.179
H -0.024 1.773 -1.985
H 0.552 -1.210 -1.857
H -0.514 -0.382 -0.750
H 1.344 1.038 0.037
H 2.375 0.414 -1.221
H 2.599 -0.458 1.246
H 2.856 -1.548 -0.093
H 1.595 -2.662 1.560
H 0.485 -2.389 0.242
H -0.349 -2.018 2.613
H -0.759 -0.799 1.421
H 1.663 2.116 4.148
Cu 1.116 0.145 5.845
```

Molecular weight = 334.66 g/mol
E = -138142.2637 eV
Lowest unoccupied orbital energy = -0.0782 Eh
F_max = 0.925 eV/Å
HOMO-LUMO gap = 5.5 eV